# 1
{"formula": "C6H6ClF", "method": "wB97M-V/def2-TZVPD", "e_above_lowest_ev": 3.791, "lumo_ev": 0.40, "spin_multiplicity": 1, "orbital_gap_ha": 0.355, "species": ["Cl", "F", "C", "C", "C", "C", "C", "C", "H", "H", "H", "H", "H", "H"], "coordinates": [[2.261, -0.712, 0.010], [0.340, 2.136, -0.835], [-0.880, 2.118, 0.073], [0.573, -1.255, -0.011], [-0.496, -0.468, 0.124], [-0.582, 0.880, 1.107], [-2.747, -1.621, -0.236], [-1.653, -1.254, -0.173], [0.640, -2.151, -0.405], [-1.793, 1.724, -0.552], [-3.640, -2.033, -0.833], [0.455, 1.043, 1.378], [-1.115, 3.081, 0.444], [-1.335, 0.824, 2.003]], "mulliken_charge": [-0.182, -0.317, -0.257, -0.677, 0.655, -0.537, 0.338, -0.986, 0.493, 0.198, 0.301, 0.302, 0.356, 0.313]}


# 2
{"formula": "C6H6ClNO2S", "method": "wB97M-V/def2-TZVPD", "e_above_lowest_ev": 1.258, "lumo_ev": [-1.59, -1.59], "spin_multiplicity": 1, "orbital_gap_ha": [0.255, 0.255], "species": ["Cl", "S", "O", "O", "N", "C", "C", "C", "C", "C", "C", "H", "H", "H", "H", "H", "H"], "coordinates": [[-3.194, -1.577, 0.148], [-0.348, 2.992, -0.428], [-0.584, -2.112, -1.031], [-3.002, 1.285, 0.768], [-1.809, -0.551, 0.083], [1.081, -0.200, 1.322], [1.566, -0.090, -1.195], [-2.002, 0.808, 0.298], [0.569, -0.236, -0.087], [-0.795, 1.534, -0.061], [-0.603, -1.086, -0.404], [0.278, -0.276, 2.051], [2.500, 0.324, -0.823], [1.768, -1.037, 1.484], [1.642, 0.719, 1.492], [1.756, -1.066, -1.646], [1.177, 0.569, -1.972]], "mulliken_charge": [-0.002, -0.195, -0.545, -0.517, -0.037, -1.475, -1.348, 0.526, 0.960, 0.094, 0.384, 0.388, 0.367, 0.391, 0.352, 0.324, 0.335]}


# 3
{"formula": "C6H6F3N3O", "method": "wB97M-V/def2-TZVPD", "e_above_lowest_ev": 0.943, "lumo_ev": [0.79, -2.39], "spin_multiplicity": 3, "orbital_gap_ha": [0.289, 0.279], "species": ["F", "F", "F", "O", "N", "N", "N", "C", "C", "C", "C", "C", "C", "H", "H", "H", "H", "H", "H"], "coordinates": [[3.961, -0.333, 0.964], [3.451, 1.804, 0.436], [3.878, 0.336, -1.082], [-0.707, -0.656, 0.963], [1.953, -2.271, 0.042], [-0.211, -2.821, 0.180], [1.372, -1.113, -0.078], [-0.170, -1.407, -0.047], [-0.793, 1.520, -0.272], [0.996, -3.152, 0.240], [1.818, 0.141, -0.042], [-0.959, 0.727, 0.776], [3.286, 0.478, 0.095], [-0.977, 1.152, -1.245], [-0.565, -1.020, -1.048], [-1.218, 2.497, -0.177], [1.191, 0.992, -0.403], [-1.220, 1.190, 1.780], [1.445, -4.215, 0.355]], "lowdin_spin": [0.012, 0.015, 0.044, 0.021, 0.413, 0.268, 0.344, 0.043, 0.021, 0.086, 0.601, 0.003, 0.069, 0.004, 0.024, 0.001, 0.030, 0.001, -0.001]}


# 4
{"formula": "C6H6HgLiO2", "method": "wB97M-V/def2-TZVPD", "e_above_lowest_ev": 0.068, "lumo_ev": [-7.80, -12.37], "spin_multiplicity": 2, "orbital_gap_ha": [0.285, 0.117], "total_charge": 2, "species": ["Hg", "O", "O", "C", "C", "C", "C", "C", "C", "Li", "H", "H", "H", "H", "H", "H"], "coordinates": [[4.052, 0.739, -0.077], [1.620, 0.000, 0.152], [-1.641, -1.130, 3.174], [0.939, -2.335, -0.340], [-2.009, 2.109, 1.127], [-1.705, -0.781, 2.078], [-1.766, -0.384, 0.804], [-2.045, 0.990, 0.377], [1.355, -1.134, -0.079], [0.300, 1.477, 0.581], [-2.272, 1.079, -0.688], [-1.782, -1.196, 0.074], [-1.800, 2.089, 2.201], [0.973, -2.547, -1.427], [-2.250, 3.074, 0.680], [0.912, -3.085, 0.450]], "lowdin_spin": [0.724, 0.188, 0.000, 0.032, 0.000, 0.000, 0.001, 0.000, 0.016, 0.033, 0.000, 0.000, 0.000, 0.002, 0.000, 0.002]}


# 5
{"formula": "C6H6HgLiO2", "method": "wB97M-V/def2-TZVPD", "e_above_lowest_ev": 0.000, "lumo_ev": [-7.94, -10.59], "spin_multiplicity": 2, "orbital_gap_ha": [0.336, 0.251], "total_charge": 2, "species": ["Hg", "O", "O", "C", "C", "C", "C", "C", "C", "Li", "H", "H", "H", "H", "H", "H"], "coordinates": [[3.388, 1.111, 0.441], [-0.171, 2.617, -0.753], [1.743, -0.319, 0.595], [-0.542, 1.631, -0.355], [-0.352, 0.257, 1.594], [-0.599, -0.761, -2.089], [-1.086, 0.404, 0.132], [-0.990, -0.770, -0.812], [0.943, -0.109, 1.582], [1.720, -1.986, -0.250], [-0.624, -1.684, -2.670], [1.055, -0.213, 2.734], [-1.274, -1.705, -0.323], [-0.835, 0.760, 2.428], [-2.146, 0.632, 0.342], [-0.231, 0.135, -2.597]], "lowdin_spin": [0.655, 0.010, 0.239, 0.004, 0.029, 0.001, 0.004, 0.002, 0.020, 0.034, 0.000, 0.002, 0.000, 0.003, 0.000, 0.000]}


# 6
{"formula": "C6H6I2", "method": "wB97M-V/def2-TZVPD", "e_above_lowest_ev": 3.570, "lumo_ev": [-0.38, -3.33], "spin_multiplicity": 1, "orbital_gap_ha": [0.323, 0.167], "species": ["I", "I", "C", "C", "C", "C", "C", "C", "H", "H", "H", "H", "H", "H"], "coordinates": [[-0.812, -3.007, -3.120], [1.891, -1.855, 0.560], [0.214, -0.639, 0.190], [-0.371, 1.310, 0.242], [0.195, 0.504, -0.814], [-1.133, -0.858, 0.750], [-0.424, 0.270, 1.287], [0.924, 1.739, -0.237], [-1.463, -1.478, 1.528], [-0.018, 0.340, -1.873], [0.921, 2.532, -1.018], [0.016, 0.172, 2.174], [-1.872, -0.674, 0.089], [1.931, 1.644, 0.244]], "mulliken_charge": [0.005, 0.086, -0.083, -0.298, -0.145, -0.542, -0.272, -0.587, 0.307, 0.291, 0.243, 0.501, 0.253, 0.241]}


# 7
{"formula": "C6H6INO", "method": "wB97M-V/def2-TZVPD", "e_above_lowest_ev": 3.311, "lumo_ev": [-0.20, -0.34], "spin_multiplicity": 1, "orbital_gap_ha": [0.291, 0.288], "species": ["I", "O", "N", "C", "C", "C", "C", "C", "C", "H", "H", "H", "H", "H", "H"], "coordinates": [[-0.902, 0.773, -3.124], [-1.097, -0.995, 2.772], [-0.810, -0.160, 0.591], [-0.848, 1.182, 0.625], [-0.275, 1.898, -0.346], [-0.188, -0.937, -0.373], [-0.636, -1.043, 1.654], [0.297, 1.339, -1.478], [0.088, -2.060, 0.701], [-0.386, -2.914, 0.435], [-0.154, 2.922, -0.156], [1.252, 1.733, -1.643], [1.211, -2.229, 0.994], [-0.662, -1.357, -1.357], [-1.306, 1.530, 1.507]], "mulliken_charge": [0.089, -0.549, 0.220, -0.202, -0.168, -0.309, 0.309, -0.896, -0.346, 0.322, 0.385, 0.441, 0.224, 0.019, 0.461]}


# 8
{"formula": "C6H6InO6", "method": "wB97M-V/def2-TZVPD", "lumo_ev": [-12.49, -12.86], "spin_multiplicity": 2, "orbital_gap_ha": [0.183, 0.165], "total_charge": 2, "species": ["In", "O", "O", "O", "O", "O", "O", "C", "C", "C", "C", "C", "C", "H", "H", "H", "H", "H", "H"], "coordinates": [[2.304, -0.884, 0.189], [3.597, -1.009, -2.495], [-4.864, 0.845, 0.833], [-0.607, -1.018, 0.297], [0.570, 1.529, 0.676], [-3.531, 3.453, 1.388], [3.953, -3.209, -0.580], [-3.558, 1.071, 0.909], [-2.872, 2.373, 1.194], [-2.810, -0.081, 0.714], [-0.657, 1.398, 0.834], [-1.366, -0.057, 0.604], [-1.520, 2.511, 1.238], [-1.044, 3.455, 1.461], [3.555, -3.982, -0.982], [-3.312, -1.026, 0.567], [4.191, -0.502, -3.049], [4.895, -3.342, -0.688], [3.077, -1.525, -3.111]], "lowdin_spin": [0.223, 0.027, -0.067, 0.308, 0.261, -0.055, 0.037, 0.016, 0.013, 0.046, 0.068, 0.068, 0.049, 0.002, 0.000, 0.003, 0.000, 0.000, 0.000]}